(1)
{"formula": "C27H38FN3O18", "method": "ωB97M-V/def2-TZVPD", "largest_force_ha_per_bohr": 0.1074, "e_homo_ev": -10.20, "smiles": "CC[C@@](C#N)(CN)[C@@H](C#N)[C@H](C)F.O=C1OCCO1.O=C1OCCO1.O=C1OCCO1.O=C1OCCO1.O=C1OCCO1.O=C1OCCO1", "molar_mass_g_mol": 711.602, "multiplicity": 1, "total_energy_ha": -2670.10190, "total_charge": 0, "symbols": ["C", "C", "C", "C", "N", "C", "N", "C", "C", "N", "C", "C", "F", "H", "H", "H", "H", "H", "H", "H", "H", "H", "H", "H", "H", "H", "H", "O", "C", "O", "C", "C", "O", "H", "H", "H", "H", "O", "C", "O", "C", "C", "O", "H", "H", "H", "H", "O", "C", "O", "C", "C", "O", "H", "H", "H", "H", "O", "C", "O", "C", "C", "O", "H", "H", "H", "H", "O", "C", "O", "C", "C", "O", "H", "H", "H", "H", "O", "C", "O", "C", "C", "O", "H", "H", "H", "H"], "coordinates": [[-0.3307, 3.2392, 2.0735], [-0.7820, 2.4104, 3.3182], [0.3739, 2.0482, 4.3077], [0.9367, 3.3656, 4.8184], [1.5254, 4.2914, 5.0495], [-0.3152, 1.3655, 5.5935], [-1.7305, 1.0081, 5.3841], [1.4511, 1.0643, 3.7417], [0.9191, 0.2284, 2.5781], [0.3923, -0.4204, 1.8344], [2.7884, 1.7049, 3.2490], [3.8262, 1.9819, 4.3927], [2.6188, 2.8097, 2.4194], [0.4013, 4.0303, 2.3270], [0.1589, 2.5948, 1.3129], [-1.1969, 3.7511, 1.6038], [-1.3222, 1.5284, 2.9311], [-1.4788, 3.0675, 3.8814], [0.2178, 0.4567, 5.9269], [-0.2705, 2.0913, 6.4403], [-2.2840, 1.8547, 5.5234], [-2.0609, 0.3938, 6.1291], [1.7421, 0.3140, 4.5042], [3.2820, 0.9331, 2.6175], [3.7497, 1.1664, 5.1333], [3.7245, 2.9955, 4.8123], [4.8234, 1.9016, 3.9135], [-1.9538, -1.7746, -4.6263], [-1.4948, -1.2876, -3.6336], [-1.0010, -1.9985, -2.5975], [-0.3452, -1.0751, -1.7191], [-1.0235, 0.2240, -2.0406], [-1.4060, 0.0463, -3.4098], [-0.4742, -1.3692, -0.6797], [0.7207, -1.0601, -1.9521], [-1.9188, 0.3882, -1.4422], [-0.3616, 1.0808, -1.9284], [-4.0246, -0.7185, 0.5323], [-4.5650, -0.8336, -0.5217], [-4.1375, -0.2458, -1.6676], [-4.8984, -0.7998, -2.7451], [-6.1501, -1.2734, -2.0551], [-5.6885, -1.5681, -0.7354], [-5.0967, -0.0482, -3.5067], [-4.3308, -1.6177, -3.1945], [-6.9164, -0.4973, -1.9957], [-6.5782, -2.1575, -2.5236], [-6.8483, -5.4313, 4.3520], [-6.2665, -4.8498, 3.4942], [-6.3567, -3.5120, 3.2729], [-5.3489, -3.1651, 2.3210], [-5.1068, -4.4664, 1.6059], [-5.4222, -5.4375, 2.6029], [-5.6969, -2.3809, 1.6552], [-4.4651, -2.8101, 2.8553], [-5.7750, -4.6060, 0.7522], [-4.0770, -4.5745, 1.2697], [3.4590, -0.8295, -6.8294], [2.3541, -1.2424, -6.9752], [1.8718, -2.3703, -6.3884], [0.4606, -2.4031, -6.6196], [0.3053, -1.5550, -7.8516], [1.4061, -0.6504, -7.7503], [0.1163, -3.4253, -6.7678], [-0.0493, -1.9811, -5.7541], [0.4060, -2.1316, -8.7746], [-0.6408, -1.0173, -7.8726], [2.7672, -2.3906, -1.2466], [3.2517, -3.0685, -2.0968], [2.8016, -4.3005, -2.4495], [3.4861, -4.6793, -3.6444], [4.7421, -3.8518, -3.5830], [4.3262, -2.7066, -2.8425], [3.6878, -5.7491, -3.6538], [2.8609, -4.4279, -4.5043], [5.5474, -4.3512, -3.0388], [5.1053, -3.5662, -4.5687], [7.2507, 7.2271, 1.8810], [6.1509, 6.7970, 1.7535], [5.6961, 5.6579, 2.3410], [4.2840, 5.6039, 2.1363], [4.0928, 6.4592, 0.9126], [5.1793, 7.3797, 0.9989], [3.9520, 4.5799, 1.9869], [3.7833, 6.0144, 3.0167], [4.1849, 5.8896, -0.0155], [3.1384, 6.9830, 0.9121]], "mulliken_charge": [-1.140, -1.490, 2.277, -0.330, -0.601, -1.046, -0.590, 0.125, -0.357, -0.396, -0.146, -1.400, -0.312, 0.251, 0.172, 0.435, 0.614, 0.530, 0.406, 0.339, 0.221, 0.256, 0.547, 0.555, 0.364, 0.341, 0.384, -0.618, 0.728, -0.374, -0.160, 0.015, -0.369, 0.273, 0.137, 0.035, 0.355, -0.482, 0.675, -0.255, -0.431, -0.382, -0.353, 0.364, 0.246, 0.259, 0.325, -0.518, 0.583, -0.345, 0.070, -0.261, -0.354, 0.053, 0.219, 0.264, 0.299, -0.534, 0.608, -0.270, 0.201, -0.420, -0.346, 0.335, -0.184, 0.265, 0.328, -0.571, 0.684, -0.322, -0.053, -0.350, -0.304, 0.303, 0.046, 0.274, 0.310, -0.523, 0.610, -0.329, 0.271, -0.362, -0.322, -0.134, 0.179, 0.295, 0.308]}


(2)
{"formula": "C31H38BrN2O6S5", "method": "ωB97M-V/def2-TZVPD", "largest_force_ha_per_bohr": 0.0400, "e_homo_ev": -9.88, "molar_mass_g_mol": 774.892, "multiplicity": 1, "total_energy_ha": -6329.62745, "total_charge": 1, "symbols": ["C", "C", "S", "C", "C", "C", "Br", "C", "C", "O", "O", "C", "C", "C", "S", "C", "S", "N", "C", "C", "C", "C", "C", "C", "C", "C", "C", "C", "C", "C", "C", "S", "C", "O", "O", "C", "N", "C", "H", "H", "H", "H", "H", "H", "H", "H", "H", "H", "H", "H", "H", "H", "H", "H", "H", "H", "H", "H", "H", "H", "H", "H", "H", "H", "H", "H", "H", "H", "C", "C", "C", "S", "O", "O", "C", "H", "H", "H", "H", "H", "H", "H", "H"], "coordinates": [[6.5811, 0.3712, -0.7072], [6.4168, 1.2012, -2.0000], [7.1848, 2.8508, -1.8768], [5.8262, 4.0899, -1.7595], [4.8350, 3.6196, -0.7328], [3.6639, 2.9885, -1.1510], [3.2567, 2.7711, -2.9852], [2.7785, 2.5231, -0.1912], [1.5035, 1.8003, -0.6812], [0.4681, 2.4211, -0.7042], [1.6725, 0.5148, -1.0487], [1.2016, 0.2131, -2.3901], [0.0849, -0.8508, -2.4966], [0.0577, -1.9555, -1.4085], [-1.5878, -2.2090, -0.6645], [-1.8394, -0.8056, 0.4079], [-0.5917, -0.1851, 1.2189], [-3.2011, -0.3343, 0.4165], [-3.1889, 0.9333, -0.2985], [-3.5405, 0.8880, -1.6330], [-3.5124, 2.0330, -2.3869], [-3.1316, 3.2503, -1.8586], [-2.8043, 3.2847, -0.5220], [-2.8210, 2.1437, 0.2423], [-3.7752, -0.2621, 1.7288], [-4.7916, 0.6121, 2.0471], [-5.3400, 0.6691, 3.3009], [-4.9138, -0.1661, 4.3077], [-3.9143, -1.0608, 3.9900], [-3.3622, -1.1121, 2.7390], [3.0716, 2.7370, 1.1576], [1.9675, 2.1512, 2.4620], [2.5559, 2.6649, 4.0899], [0.6778, 2.7293, 2.2844], [2.0284, 0.7235, 2.4328], [4.2173, 3.3688, 1.5035], [5.0821, 3.7927, 0.5687], [6.3263, 4.4301, 1.0788], [6.3045, -0.6570, -0.9771], [5.8704, 0.6919, 0.0627], [7.6138, 0.3485, -0.3536], [5.3432, 1.2503, -2.1957], [6.8552, 0.6574, -2.8412], [6.3155, 5.0228, -1.4740], [5.3537, 4.2689, -2.7242], [2.0759, -0.0714, -2.9834], [0.8033, 1.1291, -2.8383], [0.2635, -1.3594, -3.4532], [-0.8865, -0.3594, -2.6131], [0.2739, -2.9125, -1.8974], [0.8057, -1.8425, -0.6197], [-3.8338, -0.0573, -2.0826], [-3.7632, 2.0086, -3.4461], [-3.0900, 4.1456, -2.4689], [-2.5210, 4.2125, -0.0322], [-2.5365, 2.1991, 1.2902], [-5.1867, 1.2874, 1.2922], [-6.1248, 1.3843, 3.5344], [-5.3325, -0.1407, 5.3074], [-3.5724, -1.7206, 4.7840], [-2.5917, -1.8641, 2.5881], [2.1044, 3.6072, 4.4026], [2.1862, 1.8698, 4.7457], [3.6470, 2.6446, 4.1507], [4.4532, 3.5394, 2.5450], [6.6726, 5.2135, 0.4130], [6.0608, 4.8944, 2.0311], [7.0827, 3.6698, 1.2837], [-3.4223, -6.6657, 0.2118], [-3.8838, -5.2803, -0.2567], [-3.9857, -5.3218, -1.7847], [-4.3410, -7.0290, -2.2180], [-3.2201, -7.5594, -2.9518], [-5.6873, -7.1259, -2.7167], [-4.2837, -7.6696, -0.5478], [-3.5269, -6.7843, 1.2897], [-2.3695, -6.8100, -0.0433], [-4.8638, -5.0597, 0.1722], [-3.2006, -4.4965, 0.0684], [-4.7856, -4.6860, -2.1568], [-3.0439, -5.0462, -2.2570], [-3.8710, -8.6759, -0.5553], [-5.3037, -7.6848, -0.1642]], "mulliken_charge": [-1.040, 0.187, -0.066, -1.525, 0.448, 0.054, 0.037, 0.318, -0.392, -0.363, -0.137, -0.519, -0.631, -0.989, -0.092, -0.299, 0.106, 0.252, -0.617, -0.292, -0.597, -0.553, -0.816, 0.301, 0.825, -0.230, -0.802, -0.461, -0.863, -0.258, -0.204, 1.768, -1.290, -0.626, -0.689, 0.397, 0.177, -1.072, 0.375, 0.176, 0.356, -0.199, 0.470, 0.485, 0.510, 0.358, 0.450, 0.480, 0.198, 0.464, 0.541, 0.505, 0.401, 0.437, 0.393, 0.509, 0.428, 0.366, 0.411, 0.371, 0.402, 0.359, 0.405, 0.519, 0.196, 0.352, 0.413, 0.373, -0.697, -0.086, -0.595, 1.165, -0.659, -0.674, -0.739, 0.365, 0.308, 0.306, -0.122, 0.392, 0.312, 0.415, 0.354]}


(3)
{"formula": "C3H14N2O", "method": "ωB97M-V/def2-TZVPD", "largest_force_ha_per_bohr": 0.0561, "e_homo_ev": -19.99, "molar_mass_g_mol": 94.158, "relative_energy_kj_mol": 21.4, "multiplicity": 1, "total_energy_ha": -306.83616, "total_charge": 2, "symbols": ["C", "C", "C", "N", "N", "H", "H", "H", "H", "H", "H", "H", "H", "H", "H", "H", "H", "H", "H", "O"], "coordinates": [[1.0921, 0.5670, 0.7148], [0.5867, -0.0146, -0.6709], [-0.6231, 0.8327, -1.0876], [-0.8613, 0.8170, -2.5913], [1.2608, -0.5066, 1.8106], [0.3080, 1.2036, 1.1006], [2.0823, 0.9790, 0.5528], [0.3683, -1.0542, -0.4124], [1.4071, -0.0075, -1.3761], [-1.5115, 0.4092, -0.6189], [-0.5757, 1.8542, -0.7206], [-1.8586, 0.9700, -2.7606], [-0.4218, 1.6529, -2.9537], [-0.6210, -0.0457, -3.0596], [1.5572, -0.0487, 2.6665], [1.9072, -1.2301, 1.4894], [0.2916, -0.9734, 1.7782], [-1.6168, -2.3315, 1.4950], [-1.5488, -1.5443, 2.7795], [-1.2229, -1.5290, 1.8644]], "mulliken_charge": [-0.813, -0.474, -0.850, -0.263, -0.218, 0.457, 0.363, 0.408, 0.482, 0.340, 0.481, 0.368, 0.379, 0.341, 0.379, 0.380, 0.251, 0.333, 0.325, -0.668]}


(4)
{"formula": "C5H12S", "method": "ωB97M-V/def2-TZVPD", "largest_force_ha_per_bohr": 0.0599, "e_homo_ev": -9.15, "smiles": "C=CC.CCS", "molar_mass_g_mol": 104.218, "relative_energy_kj_mol": 188.6, "multiplicity": 1, "total_energy_ha": -595.81020, "total_charge": 0, "symbols": ["C", "C", "C", "H", "H", "H", "H", "H", "H", "C", "C", "S", "H", "H", "H", "H", "H", "H"], "coordinates": [[2.1764, 0.6777, 3.0147], [0.8740, 0.3245, 3.1275], [-0.0037, 1.1937, 4.0184], [2.8252, 0.3246, 2.2271], [2.5365, 1.4328, 3.6709], [0.3747, -0.4777, 2.4744], [-1.0747, 1.0064, 3.9656], [0.3209, 1.1609, 5.1339], [0.3054, 2.1960, 3.8478], [-0.5530, -1.0822, -4.4478], [-1.3935, -0.7284, -3.2648], [-0.6738, -1.4616, -1.7346], [-0.9291, -1.8647, -5.0691], [0.4833, -1.3661, -4.0851], [-0.3214, -0.3243, -5.1444], [-1.4205, 0.3909, -3.3634], [-2.4716, -0.9477, -3.5200], [-1.0552, -0.4548, -0.8509]], "mulliken_charge": [-0.788, 0.173, -1.024, 0.271, 0.254, 0.239, 0.304, 0.258, 0.316, -1.110, -0.254, -0.256, 0.282, 0.294, 0.335, 0.271, 0.305, 0.133]}


In order of appearance, Kohn-Sham gap = 10.5; 5.1; 13.3; 10.0 eV.